Record 1
11 unconnected molecules or ions with the total composition H22O11, computed with ωB97M-V/def2-TZVPD.

Geometry as XYZ:
```
33
Properties=species:S:1:pos:R:3:nbo_charge:R:1
O -1.18 -0.62 3.81 -0.92
H -1.69 -0.83 3.03 0.46
H -1.99 -0.52 4.39 0.46
O -2.02 -0.27 -2.06 -0.95
H -2.59 0.46 -1.90 0.44
H -1.47 -0.26 -1.28 0.49
O 2.35 3.21 -2.07 -0.96
H 1.90 2.40 -1.93 0.47
H 3.24 2.88 -2.10 0.48
O 1.57 -1.76 1.28 -0.96
H 0.72 -1.50 0.92 0.49
H 1.39 -2.48 1.89 0.47
O -0.63 -3.04 -0.97 -0.96
H -1.37 -3.53 -1.35 0.47
H -0.86 -2.69 -0.13 0.48
O 3.48 0.21 -0.10 -0.93
H 4.02 -0.56 -0.28 0.46
H 2.65 -0.23 -0.12 0.48
O -0.55 2.19 -1.91 -0.97
H -1.35 2.15 -2.48 0.49
H -0.10 2.98 -2.28 0.49
O -1.32 1.53 2.15 -0.97
H -0.75 2.33 2.24 0.48
H -1.00 1.01 2.87 0.50
O 1.67 0.63 -2.22 -0.97
H 0.94 1.08 -2.61 0.48
H 1.58 -0.30 -2.44 0.50
O -1.68 -2.13 1.66 -0.92
H -2.12 -2.61 2.32 0.48
H -2.33 -1.43 1.49 0.47
O -0.14 0.13 0.07 -1.02
H -0.63 0.70 0.68 0.49
H 0.25 0.82 -0.55 0.51
```

Calculated values
- Structure (SMILES): O.O.O.O.O.O.O.O.O.O.O
- Total energy: -840.800908 Ha
- HOMO level: -10.36 eV
- Kohn-Sham gap: 10.1320 eV
- Spin multiplicity: 1

***

Record 2
A molecular structure, H22O11Xe, computed with ωB97M-V/def2-TZVPD.

Geometry as XYZ:
```
34
Properties=species:S:1:pos:R:3:nbo_charge:R:1
Xe -1.21 -6.48 6.13 0.00
O -3.43 -7.46 3.40 -0.97
H -3.08 -6.56 3.41 0.49
H -3.90 -7.53 2.58 0.47
O -1.93 -9.87 3.21 -0.96
H -2.36 -9.08 3.52 0.49
H -1.06 -9.85 3.62 0.46
O 1.26 -8.41 9.20 -0.95
H 0.76 -7.60 9.27 0.47
H 1.40 -8.70 10.10 0.48
O -4.91 -4.66 5.44 -0.96
H -4.15 -4.93 4.93 0.50
H -5.35 -4.01 4.89 0.46
O 2.68 -7.38 6.88 -0.96
H 2.92 -8.11 6.30 0.46
H 2.17 -7.79 7.58 0.48
O -2.84 -4.74 3.68 -1.00
H -1.90 -4.82 3.52 0.52
H -3.06 -3.85 3.40 0.49
O -2.20 -4.16 8.98 -0.94
H -1.75 -4.90 9.39 0.48
H -3.10 -4.22 9.30 0.48
O -0.52 -5.56 2.56 -0.94
H 0.04 -4.83 2.27 0.49
H -1.02 -5.80 1.78 0.48
O -0.27 -2.77 5.38 -0.98
H -1.14 -3.03 5.69 0.49
H 0.08 -2.21 6.07 0.47
O -2.85 -2.98 6.55 -0.99
H -2.68 -3.63 7.23 0.49
H -3.65 -3.28 6.12 0.48
O 2.43 -5.84 4.21 -0.95
H 2.17 -5.27 4.93 0.48
H 1.99 -6.67 4.39 0.47
```

Calculated values
- Total energy: -1170.187615 Ha
- HOMO level: -10.72 eV
- Kohn-Sham gap: 10.5718 eV
- Spin multiplicity: 1

***

Record 3
11 unconnected molecules or ions with the total composition H23O11, computed with ωB97M-V/def2-TZVPD.

Geometry as XYZ:
```
34
Properties=species:S:1:pos:R:3:nbo_charge:R:1
O 1.67 0.92 1.98 -0.99
H 2.32 0.40 2.39 0.46
H 1.58 0.78 1.00 0.50
O 0.58 0.45 -4.64 -0.94
H 1.56 0.59 -4.81 0.47
H 0.65 -0.40 -5.14 0.47
O -1.33 -2.18 2.81 -1.05
H -1.38 -1.78 3.68 0.42
H -0.41 -2.39 2.63 0.51
O 3.75 -1.14 2.24 -0.98
H 4.10 -1.95 1.91 0.49
H 4.43 -0.51 2.50 0.49
O 0.32 3.58 -1.56 -0.94
H -0.24 4.35 -1.73 0.48
H 1.01 3.75 -2.21 0.48
O -1.94 0.07 1.89 -1.04
H -1.91 0.32 0.90 0.52
H -1.63 -0.95 2.11 0.48
O -0.18 1.35 -0.22 -1.00
H -1.12 0.39 2.49 0.36
O 1.30 -2.10 3.15 -1.05
H 2.05 -1.59 2.94 0.51
H 1.23 -2.85 3.72 0.49
O -2.02 1.40 -2.28 -0.98
H -2.93 1.34 -2.14 0.50
H -1.63 0.93 -3.01 0.48
O 0.88 -1.50 -2.57 -0.94
H 0.07 -2.00 -2.75 0.45
H 0.41 -0.63 -2.62 0.47
O -3.55 -0.31 -0.47 -1.00
H -3.08 -1.08 -0.14 0.44
H -4.43 -0.71 -0.51 0.46
H 0.17 2.30 -0.32 0.50
H -0.32 1.17 -1.15 0.48
```

Calculated values
- <S²>: 0.751
- Total energy: -841.226639 Ha
- HOMO level (spin up / spin down): -2.69 / -10.45 eV
- Kohn-Sham gap (spin up / spin down): 2.9045 / 10.5895 eV
- Spin multiplicity: 2

***

Number 1: strongest force on any atom 0.057 hartree/bohr. Number 2: strongest force on any atom 0.021 hartree/bohr. Number 3: strongest force on any atom 0.075 hartree/bohr.